Record 1
Density functional theory data (ωB97M-V with the def2-TZVPD basis set) for a structure of composition C2HBr2FO at a distorted geometry.

```
7
Properties=species:S:1:pos:R:3:lowdin_spin:R:1
Br 1.04153 1.49526 -1.54857 0.18
Br 1.94003 -1.16740 -0.03955 0.15
F -1.62435 -1.05943 -0.79916 0.17
O -2.13528 -0.20175 1.25797 0.24
C 1.10544 0.49642 -0.06335 0.69
C -1.48890 -0.46189 0.29590 0.55
H 1.16154 0.89879 0.89676 0.03
```

- energy relative to the best compared isomer or geometry (same formula, charge and spin) (kcal per mole) = 25.1
- gap between HOMO and LUMO (spin up / spin down) (eV) = 8.54 / 9.46
- calculated total energy (eV) = -146935.669
- multiplicity = 3
- HOMO level (spin up / spin down) (eV) = -7.94 / -10.85

Record 2
Density functional theory data (ωB97M-V with the def2-TZVPD basis set) for a structure of composition C14H30N2O5PS2Sc at a distorted geometry.

```
55
Properties=species:S:1:pos:R:3:nbo_charge:R:1
Sc 0.35530 -0.60310 0.38010 1.91
S -0.49630 0.09180 2.45610 -0.77
S 1.09850 1.63430 5.05920 -0.48
P -0.10670 0.14690 4.58320 1.79
O -0.67240 1.15000 -0.85880 -0.54
O 0.51650 -1.19930 5.05590 -0.83
O -0.96940 -1.43550 -0.85460 -0.77
O 1.66350 0.04250 -0.95840 -0.78
O -1.56900 0.16000 5.14930 -0.85
N 2.55210 1.39010 -2.53580 -0.31
N -2.64380 -1.48410 -2.37640 -0.31
C -0.90520 -2.40950 6.65890 -0.64
C -2.69630 0.98460 4.78350 0.11
C -2.53060 -2.92230 -2.53390 -0.43
C -2.28190 2.37270 4.33620 -0.65
C -0.93180 -2.93030 4.18120 -0.63
C 3.77790 0.61090 -2.53670 -0.43
C -3.65730 -0.84690 -3.19400 -0.43
C -1.87800 0.68710 -1.47320 -0.16
C 0.25330 1.81950 -1.72090 -0.16
C 2.58200 2.58990 -3.34580 -0.43
C 1.57180 1.03740 -1.74040 0.68
C -0.10520 -2.47530 5.36860 0.11
C -3.52280 0.26110 3.72760 -0.64
C -1.82750 -0.84230 -1.57620 0.68
H -2.21380 -3.15650 -3.55160 0.24
H -2.97810 0.20470 2.78630 0.20
H 3.57730 -0.38420 -2.14240 0.24
H -4.07150 0.03510 -2.71340 0.23
H 0.76480 -3.12630 5.50900 0.21
H -1.75610 -2.23580 4.02740 0.21
H -3.17530 2.96300 4.15040 0.23
H -1.69200 2.86440 5.10570 0.25
H -0.15030 1.89870 -2.73500 0.23
H -1.79800 -3.31140 -1.83060 0.24
H -4.44540 0.81230 3.57670 0.23
H -3.76330 -0.74670 4.05830 0.22
H -3.49340 -3.39690 -2.34990 0.24
H -1.20610 -3.41460 6.94530 0.23
H -1.79580 -1.79900 6.53780 0.22
H -3.25420 -0.56820 -4.17020 0.23
H -0.29740 -1.99770 7.46090 0.24
H 4.15660 0.52470 -3.55370 0.24
H 3.18730 3.35520 -2.85320 0.25
H -1.69500 2.31650 3.41990 0.21
H -2.02020 1.14340 -2.45650 0.23
H -0.31140 -2.95670 3.27590 0.19
H -1.32910 -3.92230 4.37520 0.24
H -3.27270 1.04760 5.71270 0.21
H -4.46900 -1.55540 -3.35780 0.26
H -2.70980 0.98650 -0.81960 0.26
H 0.41980 2.82900 -1.31910 0.26
H 4.53660 1.09250 -1.91800 0.24
H 1.59280 2.99770 -3.52470 0.22
H 3.04040 2.36560 -4.30980 0.25
```

- energy relative to the best compared isomer or geometry (same formula, charge and spin) (kcal per mole) = 77.0
- gap between HOMO and LUMO (eV) = 6.05
- calculated total energy (eV) = -79872.391
- HOMO level (eV) = -12.87
- total charge = +2

Record 3
Density functional theory data (ωB97M-V with the def2-TZVPD basis set) for the molecule C2H4N4O.

```
11
Properties=species:S:1:pos:R:3:nbo_charge:R:1
O 1.87293 0.02631 -1.75284 -0.66
N -1.21714 0.34872 -0.25879 -0.36
N -0.96284 -0.04289 2.02051 -0.81
N 0.84621 -0.36720 0.39985 -0.57
N -0.33400 0.36110 -1.29885 -0.40
C 0.86665 -0.03341 -0.87142 0.64
C -0.45939 -0.07512 0.72965 0.47
H -0.55469 0.81875 -2.16533 0.41
H -1.94243 0.20971 2.00095 0.39
H -0.77627 -0.82615 2.62754 0.39
H 2.66097 -0.41982 -1.43127 0.51
```

- energy relative to the best compared isomer or geometry (same formula, charge and spin) (kcal per mole) = 6.8
- gap between HOMO and LUMO (eV) = 9.23
- calculated total energy (eV) = -10146.838
- SMILES string = Nc1n[nH]c(O)n1
- HOMO level (eV) = -8.52

Record 4
Density functional theory data (ωB97M-V with the def2-TZVPD basis set) for a structure of composition C2H7N2O2PS at a distorted geometry.

```
15
Properties=species:S:1:pos:R:3:lowdin_spin:R:1
S 1.33442 -2.03721 -0.16074 0.88
P -0.67715 -0.66482 -1.65014 0.04
O -0.07243 -2.09866 -1.17719 0.32
O 1.33338 -3.36280 0.33487 0.50
N 0.77097 -1.10631 1.15385 0.18
N 0.20016 0.64711 -1.54675 0.01
C 0.18593 0.29332 1.03209 0.02
C 0.80946 0.88473 -0.19858 0.01
H 0.77309 1.91194 0.03565 0.00
H -0.96858 -0.75868 -3.06496 0.00
H -0.85559 0.17888 0.84155 0.00
H 1.92348 0.68439 -0.13293 0.00
H -1.99169 -0.60593 -1.00727 0.01
H 0.30227 -1.71065 1.80938 0.01
H 0.41636 0.66698 2.04627 0.00
```

- energy relative to the best compared isomer or geometry (same formula, charge and spin) (kcal per mole) = 71.5
- gap between HOMO and LUMO (spin up / spin down) (eV) = 5.96 / 5.43
- calculated total energy (eV) = -29379.377
- multiplicity = 3
- HOMO level (spin up / spin down) (eV) = -5.25 / -9.03

Record 5
Density functional theory data (ωB97M-V with the def2-TZVPD basis set) for the molecule C5H9N3 at a distorted geometry.

```
17
Properties=species:S:1:pos:R:3:nbo_charge:R:1
N -2.33291 -0.43782 1.00740 -0.22
N -2.49645 0.34387 0.07502 0.04
N -1.51502 0.31116 -0.80912 -0.45
C -1.07588 -1.15825 0.87669 -0.29
C 0.93313 1.59441 -0.27669 -0.65
C 1.94878 -0.62352 0.17438 -0.41
C -0.43336 -0.58545 -0.41668 -0.14
C 0.88942 0.10264 -0.16140 0.02
H -0.30313 -1.36347 -1.17864 0.21
H -0.47195 -0.96988 1.76795 0.22
H 1.90309 -1.69636 0.24886 0.19
H 2.90382 -0.16906 0.37449 0.20
H -1.28411 -2.22920 0.81995 0.22
H 0.14834 2.04555 0.32951 0.23
H -1.48907 0.95723 -1.57804 0.40
H 0.78037 1.90510 -1.31067 0.21
H 1.89494 1.97306 0.05701 0.22
```

- energy relative to the best compared isomer or geometry (same formula, charge and spin) (kcal per mole) = 55.1
- gap between HOMO and LUMO (eV) = 9.90
- calculated total energy (eV) = -9799.077
- SMILES string = C=C(C)[C@H]1CN=NN1
- HOMO level (eV) = -9.04

Record 6
Density functional theory data (ωB97M-V with the def2-TZVPD basis set) for a cluster of 4 separate species, C12H15ClN3O4 in total at a distorted geometry.

```
35
Properties=species:S:1:pos:R:3:nbo_charge:R:1
Cl -4.36993 1.99499 1.22269 2.54
O -4.60302 3.40506 1.04474 -0.88
O -3.30613 1.80895 2.19686 -0.89
O -5.57983 1.35064 1.77577 -0.89
O -4.05792 1.40814 -0.02660 -0.88
N 0.18274 -2.71262 -7.14114 -0.52
N -0.37927 -2.75848 0.80095 -0.50
N 1.61525 3.96596 4.72334 -0.50
C -0.58050 -2.04586 -8.09121 -0.08
C -0.03626 -2.08772 -5.92518 -0.08
C -1.13561 -0.90321 -7.51565 -0.30
C 3.33877 5.25916 5.28983 -0.32
C 2.88266 4.62918 6.42927 -0.31
C 0.60189 -2.93559 1.76882 -0.07
C -0.50698 -3.94301 0.10720 -0.09
C 1.02744 -4.23484 1.74288 -0.32
C 1.81086 3.85562 6.08093 -0.08
C -0.78623 -0.94474 -6.15724 -0.30
C 0.39917 -4.81433 0.72084 -0.31
C 2.60065 4.77528 4.25868 -0.06
H -1.19364 -0.27610 -5.41338 0.23
H 1.08994 3.27570 6.63805 0.21
H 0.90075 3.52880 4.15900 0.43
H -0.61975 -2.30586 -9.13871 0.20
H -1.09957 -4.05340 -0.78893 0.21
H -1.69293 -0.18588 -8.09979 0.22
H 0.58976 -3.61843 -7.32537 0.41
H 3.36111 4.80958 7.38055 0.22
H -0.92975 -1.93971 0.58487 0.43
H 0.69728 -5.80947 0.42549 0.21
H 4.24997 5.83585 5.23007 0.22
H 0.25519 -2.56424 -5.00085 0.21
H 0.91980 -2.12756 2.41102 0.21
H 2.60133 5.00497 3.20338 0.20
H 1.75277 -4.64686 2.42885 0.22
```

- energy relative to the best compared isomer or geometry (same formula, charge and spin) (kcal per mole) = 16.1
- gap between HOMO and LUMO (eV) = 7.96
- calculated total energy (eV) = -37863.122
- HOMO level (eV) = -5.65
- total charge = -1

Record 7
Density functional theory data (ωB97M-V with the def2-TZVPD basis set) for the molecule C6H12O at a distorted geometry.

```
19
Properties=species:S:1:pos:R:3:nbo_charge:R:1
O 0.13569 -1.48107 -1.92174 -0.74
C -0.29313 0.70047 -0.96621 -0.24
C -0.00291 -0.74031 -0.58377 0.23
C 0.12477 1.77035 1.33186 -0.66
C -1.24585 -1.34157 0.19347 -0.63
C 1.35977 -1.02815 0.06955 -0.63
C -0.24649 1.74082 -0.08513 -0.16
H 1.31257 -2.01460 0.46756 0.21
H -1.18215 -2.39876 0.04365 0.22
H 1.51495 -0.41480 0.97104 0.21
H -0.46989 2.73399 -0.43266 0.20
H 1.15361 2.00320 1.41397 0.23
H -0.36568 2.55026 1.97138 0.22
H -0.11292 0.78294 1.80530 0.21
H -0.27275 0.90864 -2.00961 0.21
H -1.05321 -1.04732 1.24954 0.21
H 2.25016 -0.82188 -0.58641 0.23
H -2.15147 -0.96262 -0.41703 0.22
H -0.45508 -0.93957 -2.51477 0.46
```

- energy relative to the best compared isomer or geometry (same formula, charge and spin) (kcal per mole) = 42.7
- gap between HOMO and LUMO (eV) = 10.26
- calculated total energy (eV) = -8462.504
- SMILES string = C/C=C\C(C)(C)O
- HOMO level (eV) = -9.32